1.
{"formula": "C12H23N7RuS", "method": "ωB97M-V/def2-TZVPD", "gap_ev": [10.32, 6.88], "multiplicity": 6, "total_energy_ha": -1346.41778, "total_charge": 3, "symbols": ["H", "C", "H", "H", "H", "C", "H", "C", "H", "C", "H", "N", "N", "H", "H", "H", "N", "H", "H", "H", "H", "S", "C", "C", "C", "N", "N", "H", "C", "H", "H", "H", "N", "C", "Ru", "H", "H", "C", "C", "C", "H", "H", "N", "H"], "xyz": [[3.1016, -1.4169, -0.1302], [-1.5744, 2.8466, -1.2865], [-3.2103, -5.3105, -0.0738], [0.2723, -0.8642, -2.7828], [-0.2533, 1.8281, 3.1440], [2.9686, -0.0883, 1.4252], [-2.0206, 3.3413, 2.0279], [-1.8810, -3.7552, 0.0764], [-0.7938, 0.9921, -3.2264], [-0.7872, 1.6983, -1.1989], [3.0602, -0.9705, 2.0706], [-2.2525, -5.0144, 0.0820], [2.5901, -0.5545, 0.0838], [2.4052, 1.3759, -0.7348], [-1.3285, 0.4534, 2.8318], [-1.7960, 3.2782, -2.2500], [0.6383, 0.1621, 2.1680], [-2.7691, -0.9028, -0.8424], [-3.7425, -3.0128, -0.2917], [0.7293, -0.5116, 2.9344], [2.4511, -1.1260, -2.5171], [-0.2186, -3.3570, 0.3333], [2.0969, -0.1135, -2.2866], [2.7952, 0.3933, -1.0197], [-0.9635, 1.7053, 1.1272], [-2.4074, -1.4194, -0.0359], [-0.5672, 1.1305, -0.0137], [2.2819, 1.2233, 2.9873], [-0.5066, 1.0457, 2.4118], [3.9370, 0.4261, 1.4060], [-2.6847, 4.3049, -0.1628], [3.8643, 0.5189, -1.2402], [-2.7625, -2.7758, -0.1364], [-2.0688, 3.4170, -0.1222], [0.2783, -1.0290, 0.1036], [2.3809, 0.5373, -3.1213], [-2.8346, -1.0124, 0.8039], [-0.0780, 1.1173, -2.4076], [1.9215, 0.8612, 2.0163], [-1.7187, 2.8701, 1.1071], [1.7725, 1.7392, 1.3834], [0.6344, 1.8805, -2.7493], [0.6279, -0.1524, -2.1420], [-1.5860, -5.7603, 0.2465]], "atomic_forces_ev_per_a": [[-0.1, 0.3, 0.1], [0.1, -0.4, 0.0], [0.0, 0.1, 0.0], [0.1, 0.2, 0.1], [-0.1, -0.2, -0.1], [0.1, 0.5, 0.6], [-0.1, 0.1, 0.2], [0.0, 0.4, -0.1], [0.1, -0.1, 0.1], [-0.3, 0.4, -0.2], [0.1, 0.2, -0.1], [0.0, 0.0, 0.0], [-0.8, -0.8, -0.2], [0.0, -0.1, 0.0], [0.2, 0.1, 0.1], [0.0, 0.1, -0.1], [-0.2, -0.9, -0.3], [0.0, -0.3, 0.1], [0.2, 0.2, 0.1], [-0.1, 0.2, -0.2], [-0.1, 0.2, 0.0], [0.6, -0.2, 0.1], [0.7, 0.3, 0.1], [0.1, 0.3, -0.7], [-0.2, 0.5, 0.2], [0.0, 0.1, 0.1], [0.6, -1.0, 0.1], [-0.1, 0.0, -0.1], [-0.4, 0.3, 0.1], [-0.1, -0.2, 0.0], [0.0, 0.0, 0.0], [-0.2, 0.0, 0.1], [-0.6, -0.1, -0.1], [0.2, -0.1, 0.0], [0.0, 1.1, 0.0], [0.0, -0.2, 0.0], [0.1, -0.2, -0.3], [-0.3, 0.4, 0.0], [0.6, 0.0, -0.1], [0.2, -0.4, 0.0], [0.0, -0.1, 0.0], [0.0, -0.2, 0.0], [-0.4, -0.8, 0.4], [0.1, 0.2, 0.0]], "lowdin_spin": [0.005, 0.004, 0.001, 0.003, 0.004, 0.011, 0.001, 0.055, 0.001, 0.016, 0.000, 0.026, 0.140, 0.000, 0.000, 0.001, 0.154, 0.000, 0.002, 0.004, 0.000, 0.273, 0.009, 0.011, 0.013, 0.084, 0.120, 0.004, 0.012, 0.004, 0.000, 0.004, 0.013, 0.004, 3.844, 0.003, 0.001, 0.011, 0.010, 0.005, 0.000, 0.001, 0.140, 0.002]}

2.
{"formula": "C4H13NO2", "method": "ωB97M-V/def2-TZVPD", "gap_ev": [2.64, 8.58], "relative_energy_kcal_mol": 11.2, "multiplicity": 2, "total_energy_ha": -365.37325, "total_charge": -1, "symbols": ["C", "H", "H", "C", "H", "C", "C", "N", "H", "H", "H", "O", "O", "H", "H", "H", "H", "H", "H", "H"], "xyz": [[1.3151, -0.1263, -0.4359], [0.0945, -1.6188, -1.2985], [-3.2566, 0.9748, -2.2601], [0.4236, -1.7218, 1.4708], [0.0072, -2.2815, 0.6436], [0.5437, -0.6448, -1.4068], [1.4646, -0.7025, 0.9232], [1.9836, 1.1023, -0.6690], [0.9290, -2.2619, 2.2672], [1.3638, 1.6401, -1.2661], [0.6501, -0.1961, -2.3813], [-2.3972, 2.0272, 1.1466], [-2.7099, 0.9020, -1.4532], [-2.6725, 1.6234, 0.3147], [-2.2696, 0.0439, -1.6180], [1.6693, 0.0589, 1.6937], [-1.4836, 1.8219, 1.2954], [2.2162, 1.6799, 0.1257], [2.4457, -1.2424, 0.9510], [-0.3169, -1.0780, 1.9571]], "atomic_forces_ev_per_a": [[-1.0, 0.3, 0.0], [-0.2, 0.1, -0.1], [-0.1, 0.2, 0.0], [0.5, 2.3, -0.1], [-0.1, -0.5, 0.4], [1.3, -0.1, 0.5], [1.7, -1.3, 1.1], [-0.3, 0.0, -0.5], [-0.2, -0.6, -0.2], [0.4, 0.2, -0.2], [-0.5, 0.0, -0.2], [-0.8, 0.6, 0.7], [0.0, -0.2, -0.1], [0.3, -0.2, -0.5], [0.1, 0.0, 0.2], [-0.5, 0.2, -0.3], [0.6, -0.3, -0.3], [-0.1, -0.3, 0.4], [-0.4, 0.3, -0.3], [-0.5, -0.6, -0.2]], "lowdin_spin": [0.038, 0.032, 0.108, 0.036, 0.010, 0.110, 0.016, 0.020, 0.002, 0.029, 0.038, 0.089, 0.311, 0.028, 0.092, 0.008, 0.014, 0.010, 0.001, 0.009]}

3.
{"formula": "C32H93N7O13", "method": "ωB97M-V/def2-TZVPD", "smiles": "COC[C@H](C)N.COC[C@H](C)N.COC[C@H](C)N.COC[C@H](C)N.COC[C@H](C)N.COC[C@H](C)N.COC[C@H](C)N.OCCO.OCCO.O.O", "gap_ev": 9.55, "relative_energy_kcal_mol": 0.0, "total_energy_ha": -2636.18794, "symbols": ["H", "H", "C", "H", "H", "H", "H", "C", "H", "C", "H", "O", "C", "H", "H", "C", "H", "O", "H", "C", "H", "H", "H", "C", "H", "C", "H", "H", "H", "H", "O", "H", "H", "H", "H", "C", "H", "C", "H", "H", "C", "H", "H", "H", "O", "C", "H", "N", "C", "H", "H", "H", "H", "C", "H", "C", "H", "C", "H", "H", "H", "O", "N", "H", "H", "H", "C", "C", "H", "H", "C", "H", "C", "H", "O", "N", "C", "H", "H", "C", "H", "O", "H", "H", "H", "C", "C", "H", "H", "C", "H", "H", "H", "O", "H", "N", "C", "C", "H", "O", "H", "C", "N", "O", "H", "C", "H", "H", "C", "H", "H", "H", "H", "H", "H", "H", "C", "H", "H", "O", "H", "H", "H", "H", "C", "N", "H", "H", "H", "N", "H", "H", "H", "O", "H", "H", "H", "H", "H", "O", "H", "H", "H", "H", "H"], "xyz": [[-2.8659, 3.1152, -2.4864], [-0.0983, -3.3090, 1.8596], [-0.1316, 1.4362, -5.1714], [1.6623, 0.1433, 7.6839], [2.7848, 4.8068, 1.2000], [4.0422, -0.6703, -4.9393], [5.4454, -0.8210, -0.3299], [3.7955, -2.7701, 0.5945], [-6.7085, 0.6412, 2.7889], [-5.6640, -1.1104, 3.6397], [-3.8106, -1.7202, 3.3366], [-3.9744, -5.5501, -0.1490], [4.3735, -2.4843, -0.7637], [2.7715, -3.0053, 0.5037], [3.6020, -4.4588, -1.5516], [-0.0768, -0.5985, 0.4294], [2.2086, 1.8144, 7.6225], [1.2978, -5.1350, 3.3877], [-4.4031, -2.1911, -0.2720], [4.2918, -0.3307, -3.8952], [-7.9659, -1.9779, 0.4060], [-0.5753, 3.2706, 2.2557], [-3.9603, 1.4902, -1.2795], [-1.4672, 0.8937, -0.9660], [5.2539, 1.4610, -2.1585], [0.4093, -5.9825, 2.6879], [5.7062, -0.9149, -2.7603], [3.0509, 1.4834, -3.9738], [3.7304, 2.8882, 2.4702], [3.2513, 3.7705, -0.0843], [4.2944, 1.6022, -2.3599], [0.2320, 0.0336, -3.3189], [-7.5534, -0.2426, 4.0588], [-1.0298, -3.7886, 0.3672], [4.6664, -3.5178, -2.7344], [2.5615, -5.8073, 3.5409], [0.0756, 1.7513, -7.1915], [-2.9297, 4.1822, -2.1381], [3.2416, 0.4441, 5.0700], [-3.8228, -4.6169, 0.0789], [-0.5105, 4.0949, -2.5115], [-4.5890, -0.0494, -0.3973], [2.2391, -1.4684, 2.5684], [-0.4838, 3.0141, -2.3935], [-0.0899, 0.0773, -5.3872], [0.4486, 2.1892, 5.2658], [0.9369, 1.7430, -4.8437], [0.8547, 1.0585, -1.2133], [2.5767, 3.8654, 0.7834], [0.8883, 0.0899, 5.3733], [-1.6906, -4.2436, 1.9808], [-2.3973, 1.9476, -7.6064], [1.8021, 4.7212, -3.9221], [3.0075, 2.6753, 1.6564], [3.2534, -5.0466, 3.8619], [-3.8400, 0.7865, -0.4008], [-1.5824, 4.0919, -0.6458], [-0.2134, 0.1016, -0.9439], [-0.9499, 3.8646, 3.8816], [-3.3295, 4.8356, -2.9723], [2.1360, 2.2091, 2.1293], [1.1539, 3.8058, 0.4545], [5.6096, -1.6736, -0.8558], [-6.1303, 0.7336, 4.5397], [-0.9548, 4.0432, -7.3797], [-1.7253, 1.2650, -1.9257], [1.7151, 4.1975, -2.9893], [-0.1688, 3.3622, 3.2625], [3.9944, 1.9065, 0.1110], [-1.8821, 6.5720, -2.1660], [-0.7232, 3.6415, -6.3895], [-0.0128, 0.1518, 1.2117], [-6.8971, -1.7163, 0.2103], [1.0365, 1.6247, -0.4037], [-3.5055, -2.4879, -0.2367], [-4.2730, -0.7927, 3.5208], [-0.6428, 2.1146, -6.4921], [3.6249, -2.3433, 3.1771], [-0.2579, -0.6408, -1.6925], [4.4964, -3.7479, -1.6533], [0.7940, -1.2216, 0.3893], [0.0748, 2.1394, 3.8901], [-0.7626, 6.3624, -0.9103], [3.6600, -0.9199, -3.1623], [2.5160, -6.7207, 4.2096], [3.3458, -1.4716, 2.6001], [4.0625, 1.1814, -3.6888], [0.8272, -6.9458, 2.5637], [6.3595, -2.2385, -0.4611], [1.3777, 1.0387, 5.6217], [3.6295, -0.5023, 3.0330], [4.7653, 1.7071, -4.3659], [-3.6350, 4.1926, -1.3328], [0.7060, 4.6546, -2.1206], [-0.0210, -1.5022, -4.0932], [2.6655, 1.2509, 4.9113], [-6.5525, 0.1159, 3.7524], [0.0548, -5.3977, 1.3472], [5.4015, -4.3255, -1.3960], [5.6698, -0.6822, -3.7138], [0.6820, 4.0543, 3.2224], [0.4220, -0.5435, -4.2193], [-0.6179, -6.4197, 0.6237], [3.8683, -1.5001, 1.3046], [-7.2122, -2.2613, 2.8380], [-1.5978, 4.6301, -1.6123], [-6.3547, -2.6199, -0.0721], [-0.7774, 4.3254, -3.5502], [1.5292, 1.1231, 7.2139], [-1.3516, -6.0974, -0.0014], [-4.0798, -6.0284, 0.6526], [3.6321, -1.9499, -1.3091], [-0.9346, -1.2830, 0.7182], [1.5339, -0.6824, -4.3399], [2.3870, 1.1240, 3.9110], [4.3486, -3.5035, 1.2629], [-6.2105, -1.9761, 2.5176], [-1.4821, 3.9085, -5.7011], [-1.3275, 1.7982, -0.3819], [-6.2307, -1.1360, 1.3401], [0.9700, -5.1454, 0.8353], [1.0450, 3.1160, 5.4495], [0.1442, -6.9357, 0.1512], [-1.9509, 0.5495, -6.8095], [-0.7853, -4.0650, 1.4048], [-1.6354, 6.0324, -1.3645], [-2.9739, -1.6987, -0.1140], [-0.4160, 2.2354, 5.9416], [1.5914, 3.1100, -3.2138], [-2.0183, 1.5872, -6.7367], [-5.6631, -2.9402, 2.4391], [-3.9970, 1.2630, 0.5875], [-6.8612, -1.0100, -0.6151], [3.5330, 1.5839, 0.8810], [2.8265, -6.2939, 2.5805], [0.2625, 4.0298, -6.0359], [0.4632, 1.4413, 7.5049], [1.7500, 0.5442, -1.2540], [0.9826, 4.3259, -0.3277], [-2.5390, 0.1461, -0.4654], [-0.4765, -6.1708, 3.3140], [-5.8346, -1.7725, 4.5702], [2.6942, 4.2591, -2.5519], [-0.7989, 1.5997, -4.3224], [-4.1134, -0.2667, 2.6355]], "atomic_forces_ev_per_a": [[-0.1, 1.0, 0.0], [-1.0, -0.4, -0.2], [0.8, 1.6, -0.3], [0.2, 0.1, -0.2], [0.3, 1.2, 1.0], [-0.1, 0.6, 0.9], [0.3, -0.2, 0.4], [1.8, 1.5, 2.4], [0.5, -0.1, 0.7], [-1.3, -1.3, 0.7], [-0.1, 1.3, 0.3], [0.2, 0.9, -1.1], [0.5, -1.0, -1.7], [-1.3, -0.8, -0.1], [1.2, 1.1, -0.1], [-1.3, -0.5, -0.2], [1.0, 1.0, 0.0], [1.1, -0.8, 0.3], [-0.7, 0.4, 0.0], [-0.3, -0.6, -0.2], [0.7, 0.2, 0.1], [0.3, -0.5, 0.1], [-0.1, -0.7, 1.1], [-1.0, 0.7, 0.7], [-1.2, 0.1, -0.4], [-1.0, 1.2, 0.9], [0.6, -0.3, -0.3], [0.0, -0.2, 0.2], [-0.3, 0.5, -0.5], [-0.6, 0.2, -0.3], [1.1, -0.2, 0.7], [0.0, 0.3, -0.2], [0.4, 0.4, 0.0], [0.0, 0.1, 0.4], [-0.5, 0.2, 0.9], [-1.0, -1.0, -0.4], [0.5, 0.1, -1.1], [-0.7, -0.6, -1.6], [0.5, -0.4, 0.3], [0.1, -0.2, 0.0], [-1.0, 0.2, 0.3], [0.6, 0.9, -0.4], [0.2, -0.1, 0.0], [0.2, -0.2, -0.1], [-0.1, -1.4, 0.2], [0.7, 1.1, -0.6], [-1.5, 0.2, -0.7], [1.3, -1.1, -0.6], [-0.5, -1.5, -0.6], [0.1, 0.0, 0.0], [-0.1, 0.3, 0.1], [0.1, -0.1, 0.0], [-0.5, 0.6, -0.6], [-0.3, -0.7, 0.1], [0.5, -0.1, 0.2], [0.4, -0.6, -0.3], [0.7, 0.4, -0.1], [0.0, 0.3, 2.1], [0.3, 0.1, -0.5], [0.5, -0.8, 0.7], [-0.1, 0.5, 0.1], [1.5, -0.8, 1.1], [-0.8, -0.8, 0.0], [-0.2, 0.4, -0.1], [0.1, 0.2, 0.2], [-0.1, 0.1, -1.4], [0.6, -1.6, 0.0], [-1.3, 1.3, 1.2], [0.2, 0.3, -0.4], [0.1, 0.4, -0.5], [1.8, -0.9, -0.7], [0.3, 0.1, 0.2], [0.0, -0.2, 0.8], [-0.4, 0.7, 0.5], [0.5, -1.1, 0.1], [1.4, -0.9, -1.2], [-1.0, -0.4, 2.1], [0.5, -0.1, 0.4], [0.1, -0.9, -0.9], [0.1, -1.1, -0.1], [0.8, -0.2, 0.3], [0.7, -1.1, -0.1], [-0.9, -0.1, -0.8], [0.5, 0.6, -0.8], [-0.1, 1.3, 0.0], [-1.2, 0.5, -0.5], [0.7, -0.4, -1.0], [0.6, -1.1, -0.4], [0.1, 0.6, 0.1], [0.5, 0.8, 1.7], [0.3, -0.6, 0.0], [-0.3, -0.2, 0.2], [-0.6, 0.2, 0.4], [0.8, 0.2, -0.6], [-0.4, -0.9, -0.1], [-1.5, -0.4, -1.1], [-0.6, -0.3, 0.2], [-1.0, 1.7, 0.3], [-0.3, 0.0, 0.2], [-0.8, 0.3, 0.9], [0.2, -0.3, 0.1], [1.4, 0.0, -0.6], [0.2, -1.4, -0.9], [0.5, -0.5, -0.9], [-0.5, 0.0, -0.4], [-0.7, -1.0, 0.5], [-0.2, -0.3, -0.2], [0.3, 0.2, -0.1], [-3.3, -1.1, -1.3], [0.4, -0.1, -0.1], [-0.1, -0.5, 1.1], [-0.8, 1.0, 0.0], [0.9, 0.9, -0.6], [-0.9, 0.2, 0.3], [0.5, 0.4, 0.9], [-0.5, 0.3, -1.1], [-0.2, 0.3, -0.2], [-0.8, 0.3, 0.7], [0.2, 0.3, 0.6], [-0.4, -1.2, -0.1], [0.8, 0.3, -0.1], [-0.3, -0.4, -0.1], [-1.4, 0.1, -0.1], [-0.2, 1.1, 0.0], [1.7, -1.0, 0.0], [1.1, 0.5, 1.5], [0.3, 0.5, -0.1], [-0.1, -0.2, -0.4], [-0.1, 0.7, 0.2], [0.9, -0.9, 0.2], [0.1, 0.6, -0.6], [0.3, 0.3, -0.6], [0.0, 0.2, 0.1], [-0.3, 0.0, 0.3], [0.3, 0.7, 0.1], [-0.7, -0.1, -0.4], [1.6, -0.4, 0.2], [-0.5, 0.2, -0.3], [0.1, 0.3, -0.8], [-1.4, -0.3, 0.4], [-0.1, 0.3, -0.3], [0.5, 1.1, -1.0], [0.4, 0.3, 0.7], [-0.2, 0.6, 0.1], [-0.2, -0.4, 0.9]], "lowdin_charge": [0.074, 0.075, -0.235, 0.064, 0.097, 0.130, 0.079, -0.156, 0.084, -0.494, 0.091, -0.054, -0.429, 0.097, 0.100, -0.013, 0.048, -0.189, -0.013, -0.250, 0.103, 0.072, 0.097, -0.222, 0.110, -0.236, 0.031, 0.085, 0.124, 0.114, -0.092, 0.041, 0.084, 0.072, 0.081, -0.102, 0.118, -0.072, 0.052, -0.002, -0.221, 0.068, 0.088, 0.088, -0.180, -0.224, 0.128, 0.091, -0.174, 0.136, 0.074, 0.064, 0.082, -0.208, 0.071, -0.034, 0.133, -0.410, 0.097, 0.104, 0.090, -0.087, 0.064, 0.075, 0.076, 0.094, -0.089, -0.130, 0.041, 0.067, -0.061, 0.085, -0.093, 0.048, -0.033, 0.040, -0.393, 0.077, 0.105, -0.057, 0.055, -0.200, 0.095, 0.105, 0.102, -0.110, -0.244, 0.093, 0.093, -0.394, 0.072, 0.127, 0.068, -0.185, 0.085, 0.047, -0.068, -0.462, 0.072, -0.099, 0.087, -0.079, 0.035, -0.223, 0.115, -0.483, 0.077, 0.121, -0.046, 0.061, 0.014, 0.097, 0.077, 0.095, 0.049, 0.149, -0.207, 0.048, 0.125, -0.230, 0.118, 0.139, 0.095, 0.083, -0.037, 0.060, 0.005, 0.117, 0.072, 0.031, 0.129, 0.096, 0.085, -0.087, 0.085, 0.082, 0.086, 0.087, 0.034, -0.226, 0.135, 0.161, 0.078, 0.110, 0.078]}